49
Properties=species:S:1:pos:R:3:forces:R:3 method="wB97M-V/def2-TZVPD" fmax_ev_per_a=0.7 total_charge=+3 e_homo_ev=-16.61 lumo_energy_ev=-10.566
Bi 0.81659 -0.74074 0.34601 0.040 -0.052 0.531
S -0.85478 0.26795 1.92014 0.038 -0.018 -0.083
C -1.19130 -1.45855 2.17862 -0.022 -0.032 0.041
C -2.19557 -1.99513 2.95450 0.007 0.040 -0.004
C -2.27619 -3.38102 3.03597 0.002 -0.017 -0.007
C -1.37662 -4.18969 2.34161 -0.003 0.002 0.016
C -0.40570 -3.59633 1.57055 0.009 0.026 0.014
N -0.31997 -2.25057 1.51414 -0.057 -0.141 -0.152
H -2.89385 -1.35399 3.47528 0.004 -0.004 0.010
H -3.05008 -3.83513 3.64211 -0.001 0.004 -0.002
H -1.43349 -5.26748 2.39704 -0.001 -0.001 -0.002
H 0.31657 -4.16387 0.99864 -0.001 -0.006 0.001
I 6.30716 -1.69692 3.23168 0.004 -0.004 0.009
C 4.33745 -1.22067 2.89246 -0.008 0.020 -0.019
C 3.34151 -1.00063 3.84040 -0.023 0.040 0.027
N 2.20372 -0.71707 3.20228 0.042 0.072 0.056
N 2.40543 -0.70054 1.86515 0.139 -0.108 -0.109
C 3.70898 -1.02703 1.67529 -0.034 0.006 -0.009
H 3.38943 -1.01206 4.91882 -0.008 -0.008 0.006
H 1.33133 -0.38693 3.59414 -0.004 0.010 0.000
H 4.12760 -1.09399 0.68234 -0.010 -0.020 -0.013
C -1.66625 -1.38930 -7.10119 -0.002 -0.006 0.009
C -0.30048 -0.71316 -7.10872 0.012 -0.026 -0.002
C -0.28835 0.65586 -6.42920 0.010 0.076 0.007
C -0.59438 0.53830 -4.92265 -0.027 -0.052 0.045
Ge -0.52429 2.14657 -3.85001 -0.004 0.385 -0.578
C -2.07593 3.17161 -3.34277 0.035 0.030 -0.005
C -2.66413 3.80888 -4.61668 0.015 -0.021 -0.069
C -1.68619 4.80012 -5.23573 0.032 -0.032 -0.023
C -0.44556 4.10932 -5.77018 0.058 -0.106 0.107
H -1.66144 -2.26952 -7.74145 0.004 -0.006 0.010
H -2.44058 -0.71753 -7.47751 0.001 -0.005 -0.013
H -1.96181 -1.72488 -6.10458 -0.007 0.016 0.003
H 0.03114 -0.57337 -8.13855 -0.010 0.021 0.000
H 0.44548 -1.35917 -6.63589 0.010 0.004 -0.015
H -1.04127 1.29017 -6.90268 0.006 -0.009 -0.015
H 0.68331 1.13279 -6.57744 -0.007 0.013 0.000
H 0.13612 -0.13971 -4.46949 -0.046 -0.043 0.009
H -1.59272 0.11621 -4.78379 0.011 -0.007 0.040
H 0.80609 2.40205 -3.12301 -0.053 -0.068 0.109
H -1.77021 3.93382 -2.62482 -0.053 0.008 0.011
H -2.81253 2.52288 -2.86417 0.057 -0.088 -0.013
H -3.61092 4.28497 -4.36502 0.038 0.071 0.027
H -2.89605 3.03037 -5.35168 -0.082 0.008 0.026
H -1.41326 5.57454 -4.51654 -0.022 0.010 0.000
H -2.16202 5.30579 -6.07735 -0.011 0.010 0.011
H 0.20320 3.62616 -4.96588 -0.060 -0.014 0.018
H 0.30567 4.79354 -6.16817 -0.028 0.029 -0.008
H -0.66895 3.36774 -6.53439 0.010 -0.006 -0.002

72
Properties=species:S:1:pos:R:3:forces:R:3 method="wB97M-V/def2-TZVPD" fmax_ev_per_a=3.1 total_charge=+2 e_homo_ev=-14.23 lumo_energy_ev=-6.700
Ir 1.15028 0.50581 -0.28199 0.058 1.707 -2.534
C 3.87175 2.02669 -0.42774 0.162 0.065 0.122
N 3.42333 0.62524 -0.32385 -0.899 -0.372 -0.192
C 4.00347 -0.15896 -1.42313 0.259 0.113 -0.074
C 3.83902 0.04736 0.96675 0.360 -0.176 0.147
C 2.89349 0.48404 2.02111 0.220 -0.104 0.406
C 3.28477 0.71122 3.33532 -0.035 -0.019 -0.069
C 2.34131 1.03516 4.29949 0.051 0.005 0.052
C 1.00508 1.11371 3.94934 -0.071 -0.024 -0.058
C 0.60940 0.88662 2.63187 0.056 0.136 0.302
C 1.55599 0.59470 1.67152 -0.487 -0.005 -0.007
H 4.95951 2.07734 -0.33681 0.004 -0.022 -0.015
H 3.42450 2.62435 0.36438 0.044 -0.037 0.037
H 3.59409 2.43397 -1.39901 0.046 -0.036 -0.023
H 5.09585 -0.14384 -1.36866 -0.004 0.036 0.004
H 3.70041 0.26907 -2.37753 -0.007 -0.002 -0.014
H 3.66817 -1.18699 -1.34581 0.022 -0.055 0.018
H 4.87182 0.31520 1.20897 0.015 0.028 -0.124
H 3.80128 -1.04073 0.86794 0.001 -0.005 -0.053
H 4.33160 0.62453 3.60239 -0.013 0.030 -0.008
H 2.65036 1.22376 5.31894 -0.004 -0.023 -0.017
H 0.25889 1.35443 4.69583 0.003 -0.001 -0.017
H -0.43224 0.94352 2.38209 -0.072 0.073 0.009
F -2.86641 6.33613 -0.38819 -0.019 0.075 -0.008
C -2.50958 5.07547 -0.42174 -0.032 0.032 -0.007
C -3.44623 4.07746 -0.22656 -0.052 -0.015 0.008
F -4.70500 4.38764 -0.00833 -0.066 0.018 -0.003
C -3.05532 2.74661 -0.26117 0.055 -0.042 -0.094
F -4.00378 1.82967 -0.11171 -0.034 -0.033 -0.010
C -1.73072 2.37362 -0.45264 0.030 -0.013 0.131
P -1.20197 0.62478 -0.41734 0.022 0.009 0.669
C -1.85227 -0.03193 -1.95480 0.163 -0.179 -0.069
C -1.05609 0.09700 -3.09352 -0.148 0.068 0.029
C -1.53781 -0.30257 -4.32917 0.036 0.035 -0.009
C -2.81713 -0.83398 -4.42618 -0.001 -0.010 -0.012
C -3.60968 -0.96770 -3.29408 -0.014 0.002 0.063
C -3.13257 -0.57337 -2.05185 -0.029 0.042 -0.138
C -2.12989 -0.13767 0.93585 0.116 -0.213 -0.055
C -2.28299 -1.52579 0.90435 -0.073 0.025 -0.003
C -2.93120 -2.17932 1.94353 0.081 -0.019 -0.033
C -3.42174 -1.45436 3.02027 0.012 -0.018 0.018
C -3.26554 -0.07572 3.05905 0.056 0.062 0.000
C -2.60864 0.58051 2.02967 -0.228 -0.028 -0.053
C -0.82562 3.40313 -0.68590 -0.110 -0.096 0.016
Br 0.97518 3.01821 -1.12756 0.177 -0.173 0.616
C -1.18897 4.73083 -0.67333 0.136 0.023 -0.041
F -0.29884 5.68292 -0.89985 0.009 0.023 -0.017
H -0.05912 0.52259 -3.01383 -0.021 0.084 -0.052
H -0.92293 -0.19791 -5.21373 -0.010 0.001 0.004
H -3.19787 -1.14495 -5.39019 0.000 0.012 0.015
H -4.60885 -1.37380 -3.37694 0.016 -0.021 -0.003
H -3.75729 -0.67822 -1.17506 -0.007 0.028 -0.020
H -1.91920 -2.09256 0.05435 -0.052 -0.021 0.011
H -3.06159 -3.25367 1.90768 -0.016 0.029 -0.011
H -3.92696 -1.96383 3.83003 -0.026 0.011 -0.022
H -3.65970 0.49332 3.89074 0.023 -0.014 -0.003
H -2.48958 1.65622 2.07950 -0.031 -0.001 0.007
C 0.52335 -4.51830 1.40424 -0.070 0.080 -0.041
C 0.79426 -3.51045 0.33986 0.022 -0.101 0.102
C 1.13827 -3.65065 -0.98868 -0.032 -0.012 -0.124
C 1.27844 -2.36401 -1.51840 -0.002 0.099 -0.133
N 1.03641 -1.46831 -0.54307 0.144 -0.801 1.280
N 0.73722 -2.19267 0.56889 0.180 -0.270 -0.010
C 1.59034 -2.02475 -2.94114 -0.181 -0.042 0.117
H 0.77452 -5.51346 1.04794 0.013 0.003 -0.003
H -0.53112 -4.51347 1.68569 0.010 0.005 -0.014
H 1.11032 -4.30837 2.29833 0.015 -0.015 -0.006
H 1.26471 -4.57517 -1.52732 -0.007 0.037 0.004
H 0.49672 -1.71968 1.42710 0.063 0.076 0.032
H 1.65040 -2.94313 -3.51982 -0.011 -0.017 0.013
H 2.53280 -1.50594 -3.05098 0.145 0.066 -0.039
H 0.80718 -1.40662 -3.37542 0.039 -0.104 0.003

29
Properties=species:S:1:pos:R:3:forces:R:3 method="wB97M-V/def2-TZVPD" fmax_ev_per_a=1.7 e_homo_ev=-7.30 lumo_energy_ev=-0.057
Li 0.02950 -0.79412 0.07668 0.633 -0.224 0.201
O 1.71955 -1.75941 -0.18132 -1.645 0.472 -0.342
H 2.50644 -1.52640 0.29301 0.471 0.031 0.156
O -1.46902 -2.12188 1.09902 -0.140 -0.173 -0.268
H -1.35692 -3.04320 0.82852 0.218 0.128 0.157
H -2.29511 -2.10253 1.59382 0.095 0.076 -0.039
O 0.47944 -3.33736 -2.03002 -0.091 0.363 -0.337
H -0.38811 -3.24528 -1.62985 0.047 0.016 0.003
H 1.00885 -2.58810 -1.65727 0.175 -0.539 0.479
C -1.98848 0.38113 -2.07538 0.869 -0.036 0.512
O -1.14959 0.28734 -1.17303 -0.372 0.315 -0.242
N -2.04666 1.46352 -2.90426 0.236 -0.590 0.529
N -2.88768 -0.60159 -2.28475 -0.508 -0.307 -0.127
H -2.75167 1.51649 -3.60803 -0.149 0.368 -0.109
H -1.52144 2.26194 -2.59682 0.000 0.072 -0.319
H -3.45582 -0.66704 -3.10601 -0.101 0.075 -0.049
H -2.94882 -1.33433 -1.60229 0.235 -0.076 -0.078
C 1.96419 1.42727 2.93943 0.078 0.039 -0.691
C 1.09960 1.65353 1.68426 -0.132 -0.931 0.467
C 1.95026 1.56133 0.44551 0.758 -0.129 -0.150
O 0.08737 0.59593 1.63781 0.298 0.878 0.155
H 2.85150 2.05327 2.81541 -0.078 0.114 0.517
H 2.30899 0.39254 2.97004 -0.049 -0.036 -0.254
H 1.44657 1.59722 3.88399 -0.004 0.376 -0.066
H 0.57036 2.61056 1.74155 0.077 0.005 -0.051
H 2.58920 2.44534 0.36083 -0.235 0.085 -0.060
H 1.42340 1.39164 -0.49110 -0.336 0.258 0.107
H 2.63776 0.71943 0.52657 -0.089 -0.129 0.077
H -0.41365 0.76278 2.44368 -0.262 -0.503 -0.180

5
Properties=species:S:1:pos:R:3:forces:R:3 method="wB97M-V/def2-TZVPD" fmax_ev_per_a=3.0 total_charge=+1 e_homo_ev="-11.71 / -10.76" lumo_energy_ev="-5.115 / -4.725"
H 1.31945 -1.13974 0.09384 -2.191 1.952 -0.572
O -0.56574 0.39600 0.55985 2.040 -0.510 -1.350
C -0.02080 -0.47669 -0.40749 1.274 0.474 1.729
Y 1.35658 1.44228 0.11371 -1.346 -1.784 0.178
Li -2.08949 -0.22185 -0.35991 0.222 -0.131 0.015